Entry 1:
The following is a DFT calculation (ωB97M-V with the def2-TZVPD basis set) of a structure of composition C24H26N4S2SiSn at a distorted geometry.

Each line ends with the natural charge from an NBO analysis.
Positions of all 58 atoms, in Å:
C 0.876 1.806 4.274  -0.266
C 1.129 2.758 3.240  -0.405
C -0.127 3.026 2.581  -0.402
H 2.070 3.283 3.074  0.251
C -1.125 2.226 3.226  -0.321
C -0.499 1.489 4.262  -0.319
H -1.007 0.879 5.014  0.239
H 1.598 1.476 5.027  0.237
H -0.311 3.788 1.818  0.255
H -2.200 2.264 3.044  0.232
Sn 0.642 0.769 1.499  1.221
C -1.036 -1.795 -0.960  -1.194
H -1.529 -0.946 -0.466  0.267
H -1.731 -2.643 -0.991  0.280
H -0.126 -2.077 -0.409  0.278
Si -0.499 -1.107 -2.559  1.665
C 1.257 -0.985 -3.094  -0.592
C 1.923 0.240 -2.924  -0.129
H 1.489 1.006 -2.277  0.206
C 3.133 0.473 -3.585  -0.217
H 3.639 1.430 -3.464  0.238
C 3.691 -0.517 -4.405  -0.162
H 4.628 -0.331 -4.937  0.245
C 3.071 -1.769 -4.514  -0.183
H 3.520 -2.562 -5.121  0.244
C 1.868 -2.016 -3.838  -0.183
H 1.375 -2.993 -3.882  0.213
C -1.434 0.279 -3.344  -0.503
C -0.995 0.835 -4.571  -0.179
H -0.105 0.428 -5.069  0.236
C -1.684 1.904 -5.155  -0.200
H -1.311 2.340 -6.086  0.247
C -2.834 2.408 -4.536  -0.134
H -3.378 3.228 -5.001  0.245
C -3.306 1.836 -3.350  -0.209
H -4.215 2.216 -2.882  0.238
C -2.616 0.774 -2.756  -0.200
H -2.994 0.316 -1.837  0.210
H -1.216 -2.336 -3.482  0.065
H -0.930 -2.844 -2.848  0.205
N -3.050 0.142 1.507  -0.810
C -2.386 -0.678 2.357  0.286
N -1.075 -0.723 2.496  -0.622
C -0.700 -1.651 3.471  0.103
C -1.768 -2.335 4.023  -0.413
S -3.273 -1.828 3.339  0.467
C 0.683 -1.659 3.846  0.098
C 1.290 -2.377 4.856  -0.401
S 2.922 -1.881 5.095  0.467
C 2.722 -0.717 3.795  0.300
N 1.533 -0.741 3.218  -0.637
N 3.718 0.134 3.509  -0.780
H -4.062 0.140 1.575  0.424
H -2.582 0.973 1.154  0.417
H -1.659 -3.088 4.796  0.268
H 0.779 -3.143 5.430  0.265
H 4.583 0.033 4.024  0.428
H 3.627 0.842 2.791  0.419

Properties
HOMO level, eV: -12.990
Multiplicity: 1
Energy relative to the best compared isomer or geometry (same formula, charge and spin), kcal/mol: 0.0
Orbital gap, eV: 6.9
Total energy, hartree: -2448.7431
Total charge: +2

=====

Entry 2:
The following is a DFT calculation (ωB97M-V with the def2-TZVPD basis set) of the molecule C24H26N6OS.

Each line ends with the natural charge from an NBO analysis.
Positions of all 58 atoms, in Å:
C 3.419 -0.824 2.787  -0.610
C 2.647 -0.060 1.716  -0.228
N 1.710 -0.922 1.046  -0.356
C 2.026 -1.969 0.228  0.146
S 3.639 -2.253 -0.387  0.264
C 3.284 -1.704 -2.099  -0.598
C 2.444 -0.441 -2.029  0.676
O 2.910 0.574 -1.534  -0.653
N 1.190 -0.445 -2.524  -0.433
C 0.432 -1.557 -3.056  -0.230
C -1.019 -1.565 -2.543  -0.242
N -1.627 -0.243 -2.531  -0.452
C -2.427 0.109 -1.457  0.269
C -3.207 -0.872 -0.831  -0.273
C -4.070 -0.549 0.194  -0.194
C -4.202 0.761 0.624  -0.276
C -3.439 1.741 0.015  -0.179
C -2.559 1.425 -1.001  -0.313
C -0.830 0.735 -3.224  -0.215
C 0.532 0.859 -2.552  -0.228
N 0.956 -2.614 -0.138  -0.304
N -0.093 -2.003 0.427  -0.307
C 0.348 -0.986 1.131  0.320
C -0.504 -0.060 1.835  -0.135
C -1.570 -0.409 2.619  0.033
N -2.175 0.709 3.102  -0.528
C -1.544 1.813 2.606  0.208
C -1.822 3.162 2.785  -0.257
C -1.028 4.072 2.121  -0.221
C 0.016 3.652 1.294  -0.223
C 0.306 2.317 1.120  -0.212
C -0.471 1.373 1.794  -0.110
H 4.106 -0.149 3.290  0.219
H 3.991 -1.635 2.341  0.213
H 2.735 -1.241 3.524  0.210
H 2.087 0.758 2.170  0.227
H 3.333 0.342 0.964  0.244
H 2.838 -2.528 -2.649  0.228
H 4.256 -1.451 -2.522  0.254
H 0.874 -2.497 -2.731  0.242
H 0.454 -1.520 -4.154  0.185
H -1.595 -2.240 -3.190  0.188
H -1.020 -1.968 -1.526  0.252
H -3.150 -1.896 -1.161  0.216
H -4.658 -1.330 0.655  0.208
H -4.891 1.015 1.415  0.203
H -3.517 2.769 0.339  0.213
H -1.969 2.225 -1.421  0.209
H -0.715 0.414 -4.264  0.196
H -1.334 1.699 -3.236  0.222
H 0.399 1.213 -1.524  0.212
H 1.183 1.571 -3.071  0.211
H -1.918 -1.392 2.869  0.226
H -3.002 0.721 3.675  0.416
H -2.641 3.481 3.412  0.213
H -1.219 5.129 2.232  0.214
H 0.607 4.394 0.778  0.213
H 1.114 2.015 0.469  0.227

Properties
HOMO level, eV: -7.446
Multiplicity: 1
SMILES: CCn1c(SCC(=O)N2CCN(c3ccccc3)CC2)nnc1-c1c[nH]c2ccccc12
Energy relative to the best compared isomer or geometry (same formula, charge and spin), kcal/mol: 0.0
Orbital gap, eV: 8.1
Total energy, hartree: -1732.1525

=====

Entry 3:
The following is a DFT calculation (ωB97M-V with the def2-TZVPD basis set) of a cluster of 2 separate species, C24H26NO2 in total at a distorted geometry.

Each line ends with the natural charge from an NBO analysis.
Positions of all 53 atoms, in Å:
C 3.314 -1.335 -1.672  -0.645
C 2.938 -1.362 -0.243  0.151
C 2.395 -2.424 0.438  -0.318
C 2.176 -2.023 1.759  -0.315
C 2.582 -0.715 1.876  0.135
C 2.504 0.122 3.091  -0.643
N 3.050 -0.304 0.640  -0.334
C 3.550 1.030 0.302  -0.406
H 3.158 -2.310 -2.134  0.234
H 2.711 -0.608 -2.217  0.224
H 4.364 -1.071 -1.794  0.213
H 2.160 -3.387 0.016  0.211
H 1.762 -2.628 2.547  0.212
H 2.124 -0.454 3.934  0.232
H 3.486 0.509 3.364  0.203
H 1.833 0.967 2.935  0.226
H 3.495 1.696 1.161  0.220
H 4.588 0.970 -0.023  0.201
H 2.956 1.461 -0.502  0.217
C 8.317 0.395 1.497  -0.068
C 7.488 0.105 2.758  -0.461
C 6.817 -1.188 2.435  -0.089
C 7.227 -1.582 1.144  0.412
O 8.085 -0.663 0.558  -0.442
C 6.763 -2.793 0.620  -0.296
C 5.890 -3.559 1.348  -0.027
C 5.422 -3.149 2.627  -0.187
C 4.531 -3.902 3.430  0.127
C 3.759 -5.040 3.096  -0.183
C 3.195 -5.806 4.148  -0.119
C 2.508 -6.954 3.863  -0.017
C 2.337 -7.393 2.532  0.397
O 1.664 -8.605 2.456  -0.439
C 1.373 -9.039 3.790  -0.069
C 1.844 -7.946 4.762  -0.477
C 2.827 -6.609 1.484  -0.267
C 3.498 -5.448 1.760  -0.107
C 5.939 -1.943 3.161  -0.090
H 8.031 1.346 1.030  0.202
H 9.394 0.428 1.704  0.205
H 8.116 0.015 3.654  0.241
H 6.742 0.885 2.945  0.234
H 7.115 -3.105 -0.348  0.246
H 5.618 -4.529 0.971  0.218
H 4.451 -3.574 4.453  0.215
H 3.319 -5.501 5.172  0.224
H 0.293 -9.218 3.861  0.207
H 1.892 -9.992 3.956  0.203
H 2.540 -8.330 5.516  0.240
H 1.003 -7.484 5.294  0.238
H 2.648 -6.928 0.472  0.246
H 3.761 -4.793 0.950  0.239
H 5.626 -1.604 4.132  0.224

Properties
HOMO level, eV: -10.035
Multiplicity: 1
Energy relative to the best compared isomer or geometry (same formula, charge and spin), kcal/mol: 0.0
Orbital gap, eV: 5.0
Total energy, hartree: -1135.1165
Total charge: +1

=====

Entry 4:
The following is a DFT calculation (ωB97M-V with the def2-TZVPD basis set) of a structure of composition C24H27AlBr2N3OP at a distorted geometry.

Each line ends with the natural charge from an NBO analysis.
Positions of all 59 atoms, in Å:
Al -1.343 -0.256 -0.181  1.491
Br -1.460 2.659 -4.235  0.094
C -1.631 2.964 -2.347  -0.126
C -1.836 4.294 -1.974  -0.218
C -1.971 4.614 -0.632  -0.069
Br -2.248 6.455 -0.219  0.118
C -1.902 3.610 0.353  -0.122
C -2.030 3.854 1.742  -0.050
C -1.952 2.812 2.655  -0.278
C -1.747 1.547 2.157  0.117
N -1.620 1.271 0.847  -0.639
C -1.693 2.266 -0.056  0.105
C -1.551 1.901 -1.410  0.333
O -1.363 0.676 -1.738  -0.848
H -1.888 5.065 -2.735  0.264
H -2.192 4.856 2.123  0.257
H -2.047 2.984 3.719  0.259
H -1.674 0.683 2.809  0.222
N -3.225 -3.926 -3.477  -0.675
C -2.021 -3.532 -2.746  -0.250
C -2.266 -2.250 -1.935  -0.253
N -1.057 -1.860 -1.203  -0.913
H -3.027 -4.799 -4.018  0.469
H -3.503 -3.170 -4.145  0.461
H -4.007 -4.111 -2.809  0.459
H -1.192 -3.361 -3.467  0.240
H -1.725 -4.355 -2.058  0.235
H -3.099 -2.432 -1.218  0.247
H -2.564 -1.435 -2.633  0.249
H -0.276 -1.689 -1.878  0.439
H -0.779 -2.627 -0.548  0.417
C 0.155 -1.738 1.600  -0.924
P 0.871 -0.364 0.610  0.847
C 2.269 -1.166 -0.241  -0.276
C 2.138 -2.459 -0.772  -0.257
C 3.187 -3.070 -1.466  -0.189
C 4.386 -2.389 -1.653  -0.175
C 4.529 -1.096 -1.160  -0.182
C 3.475 -0.486 -0.471  -0.200
C 1.609 0.623 1.949  -0.393
C 2.684 0.186 2.734  -0.180
C 3.177 0.977 3.776  -0.195
C 2.592 2.209 4.057  -0.162
C 1.516 2.654 3.294  -0.216
C 1.030 1.868 2.247  -0.122
H 0.917 -2.283 2.165  0.277
H -0.370 -2.450 0.957  0.190
H -0.578 -1.346 2.313  0.266
H 1.207 -3.013 -0.672  0.175
H 3.061 -4.071 -1.868  0.227
H 5.202 -2.861 -2.195  0.241
H 5.457 -0.554 -1.317  0.243
H 3.612 0.535 -0.120  0.235
H 3.152 -0.778 2.546  0.227
H 4.016 0.626 4.371  0.241
H 2.971 2.820 4.872  0.240
H 1.050 3.611 3.514  0.229
H 0.183 2.235 1.670  0.199
H -2.613 -0.927 0.517  -0.397

Properties
HOMO level, eV: -12.650
Multiplicity: 1
Orbital gap, eV: 6.6
Total energy, hartree: -6901.6177
Total charge: +2